1.
{
  "formula": "C6H12N2",
  "method": "wB97M-V/def2-TZVPD",
  "elements": ["C", "C", "C", "N", "C", "N", "H", "H", "H", "H", "H", "H", "C", "C", "H", "H", "H", "H", "H", "H"],
  "coordinates": [[-0.31, -2.28, -1.53], [-1.42, -1.36, -1.15], [-1.69, -0.10, -1.58], [-2.57, 0.47, -0.68], [-2.78, -0.49, 0.27], [-2.19, -1.61, -0.01], [-0.24, -2.52, -2.59], [-0.36, -3.15, -0.89], [0.62, -1.79, -1.25], [-1.31, 0.41, -2.45], [-2.81, 1.44, -0.71], [-3.33, -0.25, 1.17], [2.08, 1.91, 0.88], [2.56, 0.92, 1.97], [2.60, 1.66, -0.05], [1.02, 1.78, 0.70], [2.28, 2.94, 1.16], [1.68, 0.69, 2.58], [3.28, 1.35, 2.66], [2.88, -0.02, 1.53]],
  "relative_energy_kcal_mol": 8.30,
  "total_energy_ev": -9396.490,
  "homo_lumo_gap_ev": 9.4013
}

=====

2.
{
  "formula": "C6H12N2",
  "method": "wB97M-V/def2-TZVPD",
  "elements": ["C", "C", "C", "C", "N", "C", "C", "N", "H", "H", "H", "H", "H", "H", "H", "H", "H", "H", "H", "H"],
  "coordinates": [[-1.34, -1.26, 0.30], [-0.58, -0.26, -0.55], [-0.03, -1.03, -1.71], [0.90, -0.61, -0.56], [1.00, -0.81, 0.95], [0.52, 0.59, 1.29], [-0.41, 1.10, 0.12], [0.58, 1.98, -0.51], [-2.31, -1.36, -0.26], [-1.57, -0.90, 1.28], [-0.93, -2.24, 0.38], [-0.64, -1.89, -1.76], [0.33, -0.89, -2.80], [1.47, 0.28, -0.96], [1.81, -1.17, 1.41], [0.05, 0.63, 2.40], [1.50, 1.14, 1.09], [-1.47, 1.46, 0.43], [1.30, 2.52, 0.28], [-0.18, 2.71, -0.81]],
  "relative_energy_kcal_mol": 153.66,
  "total_energy_ev": -9390.187,
  "homo_lumo_gap_ev": 9.4781
}

=====

3.
{
  "formula": "C6H12N2",
  "method": "wB97M-V/def2-TZVPD",
  "elements": ["C", "C", "C", "C", "C", "N", "N", "C", "H", "H", "H", "H", "H", "H", "H", "H", "H", "H", "H", "H"],
  "coordinates": [[-1.86, -0.85, -0.40], [-0.84, -0.23, 0.15], [0.21, -0.71, 1.07], [1.12, -1.55, 0.27], [0.88, 0.59, 1.46], [0.92, 1.26, 0.08], [-0.39, 1.04, -0.36], [-0.55, 1.23, -1.76], [-2.53, -0.33, -0.93], [-2.20, -1.63, 0.17], [-0.26, -1.20, 1.95], [1.64, -0.98, -0.42], [0.52, -2.27, -0.12], [1.97, -1.99, 0.83], [0.21, 1.01, 2.20], [1.90, 0.52, 1.97], [1.18, 2.31, 0.39], [-0.38, 0.20, -2.39], [-1.61, 1.53, -1.94], [0.08, 2.04, -2.22]],
  "relative_energy_kcal_mol": 75.03,
  "total_energy_ev": -9393.596,
  "homo_lumo_gap_ev": 8.7128
}

=====

4.
{
  "formula": "C6H12N2",
  "method": "wB97M-V/def2-TZVPD",
  "elements": ["H", "N", "C", "C", "C", "C", "N", "C", "C", "H", "H", "H", "H", "H", "H", "H", "H", "H", "H", "H"],
  "coordinates": [[0.89, 2.73, -0.04], [0.31, 2.22, 0.62], [0.32, 0.98, 0.47], [-0.77, -0.01, 0.89], [-2.02, 0.17, 0.46], [-0.45, -0.94, 2.03], [0.81, 0.25, -0.67], [0.41, 0.67, -2.00], [1.34, -1.09, -0.58], [-2.26, 0.88, -0.31], [-2.84, -0.34, 0.93], [0.32, -0.54, 2.67], [-0.11, -1.91, 1.66], [-1.34, -1.10, 2.63], [1.27, 0.62, -2.67], [-0.38, 0.01, -2.39], [0.03, 1.69, -1.99], [1.80, -1.24, 0.39], [0.56, -1.84, -0.74], [2.10, -1.21, -1.36]],
  "relative_energy_kcal_mol": 53.47,
  "total_energy_ev": -9394.531,
  "homo_lumo_gap_ev": 8.9269
}

=====

5.
{
  "formula": "C6H12N2",
  "method": "wB97M-V/def2-TZVPD",
  "elements": ["C", "C", "C", "C", "C", "C", "N", "N", "H", "H", "H", "H", "H", "H", "H", "H", "H", "H", "H", "H"],
  "coordinates": [[0.42, 0.83, 1.55], [-0.13, -0.42, 0.93], [1.04, 0.19, 0.42], [2.39, -0.31, -0.09], [-1.29, -1.74, -0.91], [-1.44, -0.63, 0.08], [-0.66, 3.01, -0.89], [0.34, 2.58, -1.31], [-0.17, 1.65, 1.31], [0.69, 0.84, 2.51], [-0.02, -1.32, 1.52], [2.11, -0.60, -1.12], [2.70, -1.15, 0.41], [3.14, 0.45, -0.12], [-0.34, -1.85, -1.52], [-2.29, -1.96, -1.35], [-1.29, -2.68, -0.19], [-2.27, -0.93, 0.68], [-1.81, 0.30, -0.43], [-1.12, 3.76, -1.51]],
  "relative_energy_kcal_mol": 135.22,
  "total_energy_ev": -9390.986,
  "homo_lumo_gap_ev": [7.7872, 9.2150]
}

=====

6.
{
  "formula": "C6H12N2",
  "method": "wB97M-V/def2-TZVPD",
  "elements": ["C", "C", "C", "C", "C", "N", "H", "H", "H", "H", "H", "H", "H", "H", "H", "C", "N", "H", "H", "H"],
  "coordinates": [[1.34, 0.99, -1.33], [0.22, 0.02, -1.59], [0.22, -0.85, -0.29], [-0.72, -1.99, -0.01], [1.09, -0.61, 0.66], [1.77, -0.20, 1.58], [1.53, 1.61, -2.24], [2.27, 0.52, -1.09], [0.94, 1.58, -0.58], [-0.89, 0.44, -1.53], [0.48, -0.53, -2.43], [-1.83, -1.64, -0.14], [-0.38, -2.32, 0.93], [-0.49, -2.85, -0.74], [1.51, 0.36, 2.42], [-1.20, 0.69, 2.15], [-0.22, 1.28, 2.66], [-1.66, -0.21, 2.77], [-1.67, 1.02, 1.25], [0.00, 2.16, 2.21]],
  "relative_energy_kcal_mol": 85.36,
  "total_energy_ev": -9393.148,
  "homo_lumo_gap_ev": 8.8011
}

=====

7.
{
  "formula": "C6H12N2",
  "method": "wB97M-V/def2-TZVPD",
  "elements": ["C", "C", "N", "C", "H", "H", "H", "H", "H", "H", "H", "C", "C", "N", "C", "H", "H", "H", "H", "H"],
  "coordinates": [[0.84, 1.64, 1.06], [0.99, 0.85, -0.20], [1.25, -0.40, -0.16], [1.49, -1.11, -1.39], [1.75, 2.21, 1.24], [0.01, 2.33, 0.96], [0.67, 0.98, 1.91], [1.08, 1.42, -1.12], [0.52, -1.41, -1.81], [2.06, -2.01, -1.17], [2.01, -0.50, -2.14], [-1.78, 1.31, -1.16], [-1.61, 0.43, -0.33], [-1.88, -0.47, 0.63], [-0.98, -1.44, 1.17], [-1.51, 1.96, -1.95], [-2.84, -0.78, 0.61], [0.12, -1.20, 0.74], [-1.23, -2.46, 0.87], [-0.96, -1.36, 2.25]],
  "relative_energy_kcal_mol": 91.19,
  "total_energy_ev": -9392.895,
  "homo_lumo_gap_ev": 9.1847
}

=====

8.
{
  "formula": "C6H12N2",
  "method": "wB97M-V/def2-TZVPD",
  "elements": ["H", "N", "C", "C", "C", "H", "H", "H", "H", "H", "H", "C", "C", "N", "C", "H", "H", "H", "H", "H"],
  "coordinates": [[2.36, 2.08, -0.53], [1.72, 1.32, -0.64], [0.73, 1.38, 0.16], [0.33, 2.32, 1.25], [-1.14, 2.78, 0.98], [-0.06, 0.69, 0.16], [0.53, 1.86, 2.27], [1.08, 3.28, 1.26], [-1.73, 2.10, 1.70], [-1.34, 3.75, 1.42], [-1.26, 2.76, -0.05], [-1.51, -3.78, 0.03], [-0.49, -3.13, -0.48], [0.56, -2.50, -0.53], [1.04, -1.81, -1.70], [-2.00, -4.60, -0.38], [-2.22, -3.41, 0.79], [1.29, -0.83, -1.20], [1.99, -2.45, -2.06], [0.13, -1.79, -2.43]],
  "relative_energy_kcal_mol": 96.09,
  "total_energy_ev": -9392.683,
  "homo_lumo_gap_ev": 9.1186
}

=====

9.
{
  "formula": "C6H12N2",
  "method": "wB97M-V/def2-TZVPD",
  "elements": ["C", "C", "C", "C", "C", "C", "H", "H", "H", "H", "H", "H", "H", "H", "H", "H", "H", "H", "N", "N"],
  "coordinates": [[-1.19, 0.26, 1.60], [-1.30, 0.22, 0.02], [-0.69, -1.05, -0.75], [0.77, -0.61, -0.94], [1.57, -0.44, 0.26], [1.28, 1.17, 0.51], [-1.67, 1.34, 1.81], [0.12, 0.05, 1.82], [-1.94, -0.73, 1.96], [-2.35, -0.06, -0.11], [-1.36, 1.14, -0.82], [-0.76, -2.07, -0.41], [-1.21, -0.90, -1.65], [0.95, -1.51, -1.44], [2.57, -0.51, 0.14], [1.23, -1.20, 1.08], [1.13, 1.76, 1.51], [0.35, 0.86, -2.12], [1.23, 1.65, -0.68], [1.28, 0.62, -1.80]],
  "relative_energy_kcal_mol": 155.88,
  "total_energy_ev": -9390.090,
  "homo_lumo_gap_ev": 10.3768
}

=====

10.
{
  "formula": "C6H12N2",
  "method": "wB97M-V/def2-TZVPD",
  "elements": ["C", "C", "C", "N", "C", "N", "H", "H", "H", "H", "H", "H", "C", "C", "H", "H", "H", "H", "H", "H"],
  "coordinates": [[-1.29, -1.56, -1.27], [0.08, -0.99, -1.05], [1.18, -0.75, -1.92], [2.18, -0.05, -1.07], [1.63, 0.03, 0.11], [0.36, -0.47, 0.22], [-1.59, -1.47, -2.27], [-1.90, -0.77, -0.64], [-1.36, -2.50, -0.84], [1.24, -0.69, -2.91], [3.15, -0.12, -1.28], [2.20, 0.55, 0.87], [-1.75, 0.90, 2.42], [-1.48, 2.22, 1.83], [-0.81, 0.57, 2.81], [-2.48, 0.95, 3.24], [-2.32, 0.34, 1.64], [-0.39, 2.58, 1.86], [-1.64, 2.06, 0.72], [-2.09, 3.03, 2.10]],
  "relative_energy_kcal_mol": 40.11,
  "total_energy_ev": -9395.111,
  "homo_lumo_gap_ev": 9.5197
}

=====

11.
{
  "formula": "C6H12N2",
  "method": "wB97M-V/def2-TZVPD",
  "elements": ["C", "C", "C", "N", "C", "N", "H", "H", "H", "H", "H", "H", "C", "C", "H", "H", "H", "H", "H", "H"],
  "coordinates": [[1.33, -1.31, -0.66], [-0.13, -1.02, -0.53], [-1.22, -1.81, -0.33], [-2.44, -1.08, -0.38], [-2.01, 0.23, -0.75], [-0.66, 0.27, -0.85], [1.83, -0.43, -1.22], [1.63, -2.25, -1.11], [1.94, -1.26, 0.32], [-1.22, -2.89, -0.27], [-3.29, -1.47, -0.36], [-2.75, 1.00, -0.96], [1.37, 2.28, 1.04], [2.57, 1.76, 1.89], [1.80, 3.19, 0.55], [1.29, 1.58, 0.14], [0.37, 2.40, 1.41], [2.52, 2.09, 2.90], [3.44, 2.30, 1.37], [2.71, 0.69, 1.89]],
  "relative_energy_kcal_mol": 30.54,
  "total_energy_ev": -9395.525,
  "homo_lumo_gap_ev": 9.6476
}

=====

12.
{
  "formula": "C6H12N2",
  "method": "wB97M-V/def2-TZVPD",
  "elements": ["C", "C", "N", "N", "C", "C", "C", "C", "H", "H", "H", "H", "H", "H", "H", "H", "H", "H", "H", "H"],
  "coordinates": [[2.52, -1.55, 0.07], [1.27, -1.24, 0.36], [0.70, 0.08, 0.18], [1.64, 1.00, -0.14], [1.59, 2.22, -0.43], [-0.70, 0.38, 0.19], [-1.50, -0.41, 1.19], [-1.22, 0.19, -1.24], [2.97, -2.49, 0.42], [2.97, -0.61, -0.22], [0.66, -1.79, 1.00], [2.59, 2.69, -0.63], [0.74, 2.72, -0.86], [-0.83, 1.50, 0.46], [-1.20, -0.55, 2.28], [-2.51, -0.09, 1.07], [-1.57, -1.36, 0.77], [-1.97, -0.63, -1.48], [-0.37, 0.15, -1.86], [-1.67, 1.02, -1.64]],
  "relative_energy_kcal_mol": 84.70,
  "total_energy_ev": -9393.177,
  "homo_lumo_gap_ev": 8.9956
}

=====

13.
{
  "formula": "C6H12N2",
  "method": "wB97M-V/def2-TZVPD",
  "elements": ["C", "C", "C", "N", "C", "N", "H", "H", "H", "H", "H", "H", "C", "C", "H", "H", "H", "H", "H", "H"],
  "coordinates": [[-1.36, 0.14, 0.81], [-0.80, -0.44, -0.46], [-1.62, -1.07, -1.37], [-0.84, -1.08, -2.51], [0.40, -0.67, -2.19], [0.45, -0.24, -0.94], [-1.35, 1.22, 0.84], [-0.99, -0.41, 1.68], [-2.41, -0.18, 0.84], [-2.67, -1.27, -1.37], [-1.12, -1.43, -3.40], [1.24, -0.76, -2.86], [2.11, 1.85, 3.02], [1.20, 0.85, 2.29], [3.07, 2.12, 2.57], [1.49, 2.75, 3.10], [2.43, 1.56, 4.02], [1.64, -0.14, 2.30], [1.07, 1.14, 1.26], [0.27, 0.92, 2.83]],
  "relative_energy_kcal_mol": 13.84,
  "total_energy_ev": -9396.250,
  "homo_lumo_gap_ev": 9.4321
}

=====

14.
{
  "formula": "C6H12N2",
  "method": "wB97M-V/def2-TZVPD",
  "elements": ["C", "C", "C", "N", "H", "H", "H", "H", "H", "H", "H", "C", "C", "C", "N", "H", "H", "H", "H", "H"],
  "coordinates": [[0.48, 0.38, -2.01], [1.05, -0.95, -1.78], [0.31, -2.06, -1.38], [0.88, -3.24, -1.20], [-0.57, 0.49, -1.75], [1.04, 1.15, -1.47], [0.63, 0.61, -3.07], [2.09, -1.12, -2.03], [-0.76, -2.08, -1.25], [0.42, -3.86, -0.54], [1.89, -3.24, -1.06], [-1.06, 2.41, 1.73], [-1.65, 2.12, 2.89], [0.02, 0.45, 1.22], [-0.64, 1.45, 0.81], [-0.96, 3.44, 1.40], [-1.79, 1.08, 3.15], [-1.99, 2.91, 3.53], [0.02, -0.48, 0.66], [0.59, 0.54, 2.15]],
  "relative_energy_kcal_mol": 42.12,
  "spin_multiplicity": 2,
  "total_energy_ev": -9386.859,
  "total_charge": 1,
  "homo_lumo_gap_ev": [8.1794, 4.7306]
}

=====

15.
{
  "formula": "C6H12N2O",
  "method": "wB97M-V/def2-TZVPD",
  "elements": ["C", "N", "C", "O", "C", "C", "C", "N", "C", "H", "H", "H", "H", "H", "H", "H", "H", "H", "H", "H", "H"],
  "coordinates": [[2.52, 0.69, 2.78], [1.66, -0.19, 2.02], [0.69, 0.25, 1.13], [0.61, 1.43, 0.91], [-0.11, -0.75, 0.41], [-0.91, -0.52, -0.68], [-1.58, -1.69, -1.37], [-1.02, 0.78, -1.10], [-1.45, 1.12, -2.44], [1.94, 1.12, 3.63], [2.88, 1.48, 2.14], [3.41, 0.15, 3.11], [1.67, -1.20, 2.24], [0.05, -1.79, 0.70], [-1.30, -2.64, -0.89], [-2.67, -1.57, -1.28], [-1.28, -1.71, -2.40], [-0.40, 1.46, -0.59], [-0.56, 1.14, -3.12], [-2.17, 0.36, -2.78], [-1.97, 2.10, -2.41]],
  "relative_energy_kcal_mol": 8.14,
  "total_energy_ev": -11444.318,
  "homo_lumo_gap_ev": 8.6327
}

=====

16.
{
  "formula": "C6H12N2O",
  "method": "wB97M-V/def2-TZVPD",
  "elements": ["C", "C", "C", "O", "H", "H", "H", "H", "H", "H", "C", "N", "C", "C", "N", "H", "H", "H", "H", "H", "H"],
  "coordinates": [[1.26, -1.04, -1.52], [1.09, 0.85, 0.35], [0.58, 0.14, -0.88], [2.39, 0.34, 0.55], [2.75, 0.61, 1.40], [1.36, 1.84, 0.78], [0.22, 0.86, -1.62], [2.21, -0.76, -2.00], [0.63, -1.48, -2.28], [1.48, -1.80, -0.77], [-0.90, -0.52, 0.12], [-2.03, -0.29, -0.68], [-0.98, 1.85, 1.31], [-0.82, -1.69, 0.81], [-0.27, 0.80, 1.02], [-2.02, 0.54, -1.25], [-2.92, -0.46, -0.23], [-2.03, 1.74, 1.56], [-0.54, 2.84, 1.25], [-0.11, -1.81, 1.62], [-1.33, -2.57, 0.45]],
  "relative_energy_kcal_mol": 153.17,
  "total_energy_ev": -11438.029,
  "homo_lumo_gap_ev": [6.1740, 6.1823]
}

=====

17.
{
  "formula": "C6H12N2O",
  "method": "wB97M-V/def2-TZVPD",
  "elements": ["H", "N", "N", "C", "C", "C", "C", "C", "C", "O", "H", "H", "H", "H", "H", "H", "H", "H", "H", "H", "H"],
  "coordinates": [[-3.47, -0.75, 2.11], [-2.63, -0.17, 1.97], [-1.91, -0.60, 1.06], [-0.70, 0.23, 0.87], [0.17, -0.32, -0.27], [0.58, -1.78, 0.04], [-0.58, -0.28, -1.61], [1.46, 0.51, -0.44], [1.48, 1.95, 0.00], [2.46, 0.03, -1.00], [-1.01, 1.26, 0.65], [-0.13, 0.25, 1.81], [1.13, -1.83, 0.99], [1.24, -2.19, -0.74], [-0.28, -2.44, 0.11], [-1.46, -0.94, -1.60], [-0.93, 0.74, -1.83], [0.06, -0.59, -2.44], [1.39, 2.01, 1.09], [2.43, 2.40, -0.28], [0.68, 2.50, -0.49]],
  "relative_energy_kcal_mol": 39.80,
  "total_energy_ev": -11442.945,
  "homo_lumo_gap_ev": 9.9663
}

=====

18.
{
  "formula": "C6H12N2O",
  "method": "wB97M-V/def2-TZVPD",
  "elements": ["C", "C", "C", "N", "C", "N", "H", "H", "H", "H", "H", "H", "C", "C", "O", "H", "H", "H", "H", "H", "H"],
  "coordinates": [[0.00, 2.15, -0.88], [-0.66, 0.84, -1.11], [-1.60, 0.58, -2.25], [-1.88, -0.79, -2.21], [-1.16, -1.37, -1.17], [-0.54, -0.35, -0.48], [-0.63, 3.01, -1.30], [0.95, 1.99, -1.47], [0.11, 2.36, 0.30], [-2.23, 1.27, -2.83], [-2.23, -1.43, -2.87], [-1.19, -2.43, -0.86], [2.37, 0.57, 2.12], [1.36, -0.29, 2.90], [1.20, -1.52, 2.04], [2.71, 0.02, 1.24], [3.18, 0.99, 2.79], [1.78, 1.48, 1.88], [1.59, -0.77, 3.93], [0.18, 0.09, 2.85], [1.18, -1.32, 1.14]],
  "relative_energy_kcal_mol": 66.62,
  "total_energy_ev": -11441.782,
  "homo_lumo_gap_ev": 9.2072
}

=====

19.
{
  "formula": "C6H12N2O",
  "method": "wB97M-V/def2-TZVPD",
  "elements": ["C", "C", "N", "C", "N", "H", "H", "H", "H", "H", "H", "C", "C", "C", "O", "H", "H", "H", "H", "H", "H"],
  "coordinates": [[2.48, 0.52, -0.46], [1.45, -0.77, 1.34], [1.23, 0.04, 0.14], [0.15, 0.93, 0.14], [0.02, 2.05, -0.29], [2.25, 1.12, -1.34], [3.08, -0.34, -0.75], [3.06, 1.14, 0.23], [0.50, -1.10, 1.75], [2.05, -1.64, 1.06], [1.98, -0.20, 2.11], [-2.65, 0.88, -0.19], [-0.91, -1.31, -1.06], [-1.47, 0.19, 0.45], [-1.57, -0.29, 1.57], [-3.47, 0.17, -0.32], [-2.99, 1.68, 0.46], [-0.12, -2.04, -0.91], [-1.90, -1.70, -0.85], [-0.82, -0.66, -1.92], [-2.37, 1.30, -1.15]],
  "relative_energy_kcal_mol": 124.31,
  "total_energy_ev": -11439.280,
  "homo_lumo_gap_ev": [8.1380, 7.2550]
}

=====

20.
{
  "formula": "C6H12N2O",
  "method": "wB97M-V/def2-TZVPD",
  "elements": ["C", "C", "C", "C", "C", "C", "H", "H", "H", "H", "H", "H", "H", "H", "H", "H", "H", "H", "N", "N", "O"],
  "coordinates": [[0.05, -1.23, -0.43], [-0.04, -1.44, 1.07], [0.67, -0.45, 2.06], [0.89, 1.11, 1.74], [-0.20, 1.80, 1.07], [-1.05, 0.89, 0.00], [-0.54, -1.94, -0.90], [1.10, -1.55, -0.66], [0.68, -2.52, 1.07], [-1.19, -1.69, 1.19], [1.69, -0.66, 2.77], [-0.27, -0.54, 2.85], [1.38, 1.44, 2.99], [1.89, 1.28, 1.06], [-1.04, 2.35, 1.72], [0.15, 2.70, 0.52], [-1.81, 0.34, 0.39], [-1.40, 2.09, -0.43], [-0.13, 0.21, -2.36], [-0.36, 0.03, -0.93], [0.12, -0.89, -2.82]],
  "relative_energy_kcal_mol": 190.32,
  "total_energy_ev": -11436.418,
  "homo_lumo_gap_ev": 9.8450
}